# 1
The following is a DFT calculation (ωB97M-V with the def2-TZVPD basis set) of a cluster of 7 separate species, C34H46BrN7O4 in total in a non-equilibrium geometry.

```
92
Properties=species:S:1:pos:R:3:forces:R:3:mulliken_charge:R:1
C 3.741302 -0.714780 0.914780 -0.593 -0.560 0.142 -0.99
C 2.841128 -1.876750 0.122750 0.049 0.225 1.764 -0.06
C 1.489744 -2.087306 1.084838 -0.680 0.394 -1.335 -0.50
C 0.139994 -2.351917 0.134246 1.056 0.033 1.353 -0.41
O -0.187810 -1.037167 -0.456960 -1.902 -2.798 -0.597 0.10
C -1.516537 -1.033152 -1.090077 1.797 1.585 -0.192 0.05
O -1.252744 -0.194131 -2.303529 0.126 2.317 3.123 -0.33
C -1.264229 1.173660 -1.692665 2.583 2.804 -0.255 0.52
O -0.326738 2.128684 -1.714032 -7.109 -7.000 -0.163 -0.49
O -2.602723 1.154377 -1.021370 4.168 -0.611 -0.211 -0.45
C -2.474704 -0.050084 -0.134980 -3.162 0.770 -3.045 0.53
Br -1.511249 0.799758 1.449767 -0.551 -1.802 -0.990 -0.12
N -3.928312 -0.434811 0.037624 3.132 -1.612 4.817 -0.52
C -4.140611 -1.187502 1.166426 0.340 0.191 -1.094 0.49
C -4.653825 -0.572044 2.630617 -0.244 -1.451 0.043 -0.57
C -3.945682 -2.848594 1.155616 -0.845 1.023 0.853 -0.99
H 3.539160 -0.902567 2.072856 0.472 0.623 -2.435 0.33
H 4.893362 -0.854516 0.760501 -2.260 0.498 0.007 0.31
H 3.350326 0.365538 0.600355 1.054 -2.378 0.778 0.20
H 3.447831 -2.876482 0.166622 -1.165 1.858 -0.431 0.31
H 2.561510 -1.571027 -0.971718 0.563 -0.595 2.210 -0.05
H 1.623591 -2.989483 1.829797 -0.233 1.883 -1.479 0.30
H 1.284927 -1.070107 1.669151 0.361 -2.332 -1.166 0.16
H 0.380668 -3.151545 -0.698613 -0.641 1.564 1.585 0.29
H -0.739833 -2.680411 0.835401 1.530 0.388 -1.383 0.17
H -1.983157 -2.030216 -1.492155 1.017 1.865 1.223 0.27
H -5.842086 -0.475514 2.637280 2.615 0.073 -0.229 0.33
H -4.417795 -1.384066 3.472659 -0.443 1.753 -1.894 0.35
H -4.103955 0.415000 2.935174 -1.231 -1.811 -1.086 -0.05
H -5.055445 -3.277860 1.116595 2.362 0.801 -0.116 0.37
H -3.301397 -3.209871 0.248019 -1.380 0.775 1.813 0.21
H -3.519561 -3.180057 2.210103 -0.719 0.659 -2.319 0.32
C 3.722163 0.535022 -2.919763 -0.193 -0.412 0.016 0.22
C 4.812171 1.397320 -3.187281 0.366 0.067 -0.184 -0.84
C 5.797630 0.641099 -3.781366 0.068 0.123 -0.014 -0.60
N 5.342258 -0.648139 -3.877311 -0.035 -0.050 -0.035 0.00
C 4.075370 -0.721215 -3.359436 -0.024 0.001 0.161 -0.89
H 2.780648 0.801824 -2.457491 0.098 -0.040 -0.077 0.65
H 4.871590 2.456082 -2.970544 0.000 -0.184 -0.044 0.41
H 6.781801 0.909058 -4.141881 -0.172 -0.016 0.086 0.40
H 5.859796 -1.423891 -4.269733 -0.227 0.314 0.147 0.20
H 3.535716 -1.658671 -3.346700 0.064 0.186 -0.029 0.47
C 1.305122 -0.983253 -5.814461 0.307 0.254 0.150 -0.06
C 0.792712 -1.773991 -6.870591 0.056 -0.133 -0.421 -0.69
C 1.612617 -1.584436 -7.960435 -0.107 -0.224 -0.035 -0.47
N 2.598929 -0.703414 -7.600303 0.070 -0.148 0.109 -0.03
C 2.422704 -0.335658 -6.291778 0.003 0.132 0.109 -1.01
H 0.903108 -0.896535 -4.813365 0.076 0.036 -0.140 0.72
H -0.080014 -2.413407 -6.839297 0.149 0.109 -0.037 0.43
H 1.577949 -1.998942 -8.959108 -0.042 0.058 0.176 0.43
H 3.341138 -0.376613 -8.205248 -0.228 -0.154 0.278 0.25
H 3.104876 0.354735 -5.814063 -0.130 -0.112 -0.003 0.42
C 0.744478 2.206254 -11.976385 -0.236 0.346 0.029 -0.45
C 1.424114 1.088956 -11.435107 0.101 -0.174 0.314 -0.46
C 1.311155 1.164053 -10.064875 0.111 -0.021 -0.002 0.17
N 0.591303 2.290000 -9.760308 0.005 -0.034 -0.065 0.01
C 0.236768 2.928919 -10.919888 0.016 0.041 -0.069 -0.48
H 0.635951 2.456095 -13.023825 0.000 -0.026 0.185 0.39
H 1.939814 0.312760 -11.985612 -0.087 0.116 0.098 0.38
H 1.681534 0.515097 -9.282545 -0.248 0.272 -0.273 -0.11
H 0.357544 2.600235 -8.826101 0.084 -0.164 -0.346 0.21
H -0.343519 3.841503 -10.894003 0.107 -0.159 -0.044 0.37
C -4.362536 0.020825 7.150297 -0.224 0.139 -0.264 -0.78
C -3.055206 -0.282895 7.599610 0.397 -0.020 0.000 -0.31
C -2.175453 0.185514 6.649576 -0.021 -0.060 0.008 -0.56
N -2.906342 0.756917 5.640614 -0.038 -0.042 0.023 0.26
C -4.240774 0.666060 5.939906 -0.021 -0.038 -0.029 -0.45
H -5.292427 -0.205495 7.655679 0.150 0.057 -0.088 0.42
H -2.784608 -0.788262 8.517686 0.008 0.080 -0.156 0.45
H -1.094853 0.160024 6.604651 -0.199 -0.019 0.052 0.43
H -2.521132 1.180196 4.806300 -0.107 0.020 0.295 0.11
H -4.987527 1.065826 5.267032 0.099 -0.041 0.150 0.44
C -1.733230 3.458378 3.209101 -0.249 0.127 0.051 1.06
C -0.933053 3.992979 4.246963 0.051 0.361 0.305 -1.04
C -1.396521 5.262577 4.510126 0.106 0.003 0.062 -0.38
N -2.445163 5.514470 3.664193 0.013 -0.110 0.012 0.02
C -2.661251 4.417861 2.870914 -0.077 -0.049 -0.068 -0.91
H -1.643142 2.478750 2.757944 -0.106 0.864 0.434 -0.27
H -0.108015 3.504194 4.748844 -0.119 0.111 -0.068 0.38
H -1.069900 6.006814 5.224125 -0.028 -0.153 -0.125 0.40
H -2.976861 6.374612 3.631231 0.211 -0.350 0.010 0.19
H -3.453722 4.414743 2.134576 0.170 -0.041 0.083 0.41
C 0.082826 -3.186005 9.354057 0.035 -0.133 -0.406 -0.34
C 0.252269 -2.119990 10.269557 0.116 0.394 0.064 -0.36
C 0.833199 -1.077498 9.582777 0.001 0.035 0.116 -0.52
N 1.024540 -1.478841 8.286237 -0.048 0.023 -0.021 0.02
C 0.564924 -2.761318 8.136098 -0.017 -0.123 0.002 -0.52
H -0.345796 -4.158104 9.560542 0.074 0.167 -0.058 0.39
H -0.020733 -2.113256 11.316891 0.054 0.021 -0.185 0.39
H 1.127216 -0.087555 9.905164 -0.063 -0.188 -0.025 0.36
H 1.439137 -0.916269 7.554626 -0.156 -0.233 0.305 0.21
H 0.621561 -3.261154 7.178409 -0.024 0.060 0.186 0.37
```
Positions in Å, forces in eV/Å.

Values from the calculation:
Structure (SMILES): CCCCO[C@@H]1OC(=O)O[C@@]1(Br)N=C(C)C.c1cc[nH]c1.c1cc[nH]c1.c1cc[nH]c1.c1cc[nH]c1.c1cc[nH]c1.c1cc[nH]c1
DFT total energy: -124656.3036 eV
Orbital gap: 6.73 eV
HOMO level: -7.9539 eV
LUMO energy: -0.0451 hartree


# 2
The following is a DFT calculation (ωB97M-V with the def2-TZVPD basis set) of an isolated molecule of C25H28N4O6.

```
63
Properties=species:S:1:pos:R:3:forces:R:3:nbo_charge:R:1
C -2.600848 -2.433016 1.949697 0.079 0.053 0.092 -0.27
O -1.765290 -3.077669 2.883280 -0.124 -0.136 0.133 -0.54
C -0.385872 -2.878935 2.685847 0.210 -0.135 -0.070 -0.08
C 0.174745 -3.574166 1.431549 -0.035 0.057 0.294 -0.27
N 0.213778 -2.697321 0.281428 -0.284 -0.229 -0.069 -0.62
C 1.363163 -2.124468 -0.110216 -0.312 -0.060 -0.569 0.72
O 2.462478 -2.448168 0.287661 0.414 -0.032 0.176 -0.65
C 1.258510 -1.072902 -1.252811 0.044 -0.124 0.310 -0.15
C -0.133897 -0.830570 -1.786702 -0.030 0.024 -0.141 -0.01
C -0.822313 -1.882864 -2.384262 0.062 0.198 -0.028 -0.20
C -2.102138 -1.708169 -2.874190 -0.148 0.014 -0.039 -0.29
C -2.717669 -0.463774 -2.792552 0.416 -0.060 0.123 0.29
O -3.974874 -0.243537 -3.255175 -0.266 0.035 -0.083 -0.66
C -2.024028 0.600411 -2.227919 -0.292 -0.094 -0.228 -0.21
C -0.751422 0.412776 -1.727849 0.009 -0.196 -0.095 -0.22
N 1.892297 0.153719 -0.787172 -0.123 -0.422 -0.226 -0.42
C 2.880995 0.800745 -1.622967 0.375 0.421 -0.094 -0.25
C 4.250963 0.709414 -1.024560 -0.049 -0.733 0.279 0.25
C 4.852586 -0.284248 -0.311698 -0.373 0.366 -0.310 -0.31
C 6.148638 0.195577 0.004268 0.163 0.541 -0.204 -0.31
C 6.234504 1.437703 -0.540341 0.504 -0.494 0.443 0.08
O 5.086850 1.763774 -1.163527 -0.328 0.273 -0.305 -0.41
C 1.549631 0.582842 0.444716 0.275 0.394 0.027 0.73
O 0.784752 -0.071716 1.142532 0.020 -0.007 0.152 -0.68
C 2.111439 1.908884 0.916201 -0.141 0.025 0.271 -0.50
C 1.258111 2.499797 2.047018 0.032 0.021 -0.185 -0.49
C -0.090046 2.947684 1.495029 0.271 -0.193 0.375 0.69
O -0.282707 4.072327 1.086954 -0.027 0.327 -0.166 -0.61
N -1.017762 1.950037 1.488640 -0.033 -0.326 0.200 -0.63
C -2.292035 1.949699 0.941927 -0.411 0.175 -0.192 0.38
C -2.939351 3.094595 0.474436 0.080 0.111 -0.027 -0.29
C -4.205691 2.947516 -0.058377 0.005 -0.264 0.042 -0.15
C -4.786081 1.686791 -0.106297 -0.042 0.074 -0.042 -0.29
C -4.060168 0.620150 0.393261 -0.163 0.069 -0.043 0.05
N -2.847264 0.740704 0.903917 0.326 0.092 0.200 -0.47
H -3.609729 -2.497287 2.355190 -0.045 0.026 -0.116 0.19
H -2.583048 -2.935779 0.973884 -0.029 -0.020 -0.060 0.15
H -2.331348 -1.378983 1.817868 -0.017 -0.083 -0.010 0.20
H -0.147871 -1.808121 2.626600 -0.001 -0.085 0.061 0.19
H 0.081649 -3.301913 3.577364 0.044 0.052 -0.077 0.19
H -0.437995 -4.450238 1.199068 0.078 -0.005 0.103 0.20
H 1.203162 -3.891103 1.612481 -0.130 -0.033 -0.012 0.24
H -0.646342 -2.228467 0.037143 0.160 0.037 -0.038 0.41
H 1.883333 -1.483810 -2.054699 -0.046 0.060 0.168 0.23
H -0.350007 -2.851311 -2.463285 0.019 -0.117 -0.005 0.22
H -2.625073 -2.539625 -3.328056 -0.050 -0.079 -0.050 0.21
H -4.336547 -1.056586 -3.628812 0.090 0.099 0.054 0.48
H -2.498296 1.567424 -2.186453 -0.083 0.151 0.055 0.22
H -0.240122 1.257104 -1.292626 0.054 0.093 0.054 0.21
H 2.862285 0.312091 -2.601848 -0.094 0.106 0.118 0.23
H 2.633928 1.856196 -1.786055 0.021 -0.122 -0.062 0.22
H 4.416670 -1.223745 -0.036726 -0.209 -0.194 0.031 0.27
H 6.905605 -0.319126 0.558815 0.214 -0.048 0.114 0.23
H 7.021879 2.164468 -0.556960 0.043 0.170 -0.050 0.20
H 2.160890 2.625213 0.095404 0.106 -0.015 -0.016 0.23
H 3.129239 1.735453 1.274279 0.036 0.018 -0.099 0.26
H 1.763613 3.376383 2.452742 -0.106 -0.042 -0.028 0.24
H 1.124214 1.757246 2.833266 0.043 0.036 0.007 0.23
H -0.687762 1.016217 1.728965 0.005 0.259 -0.050 0.45
H -2.450694 4.052373 0.527798 0.032 0.023 0.014 0.26
H -4.736583 3.809787 -0.434873 -0.025 0.065 -0.016 0.22
H -5.769940 1.538609 -0.520972 -0.089 -0.046 -0.037 0.22
H -4.459073 -0.386067 0.388742 -0.128 -0.072 -0.053 0.19
```
Positions in Å, forces in eV/Å.

Values from the calculation:
Structure (SMILES): COCCNC(=O)[C@@H](c1ccc(O)cc1)N(Cc1ccco1)C(=O)CCC(=O)Nc1ccccn1
Energy relative to the best compared isomer or geometry (same formula, charge and spin): 0.5 kcal/mol
DFT total energy: -44625.7593 eV
Orbital gap: 9.21 eV
HOMO level: -8.7088 eV
LUMO energy: 0.0185 hartree


# 3
The following is a DFT calculation (ωB97M-V with the def2-TZVPD basis set) of a structure of composition C24H26CeN4O2 in a non-equilibrium geometry.

```
57
Properties=species:S:1:pos:R:3:forces:R:3:mulliken_spin:R:1
Ce 0.189579 -0.204762 -0.325435 1.544 2.826 -0.079 1.01
N -2.565340 -0.830513 -1.080477 0.139 -0.266 -0.060 0.00
C -2.501148 -2.230825 -0.576570 -0.456 -0.027 0.012 0.00
C -1.050353 -2.289148 -0.234512 0.702 -0.920 0.435 -0.01
O -0.195959 -2.281818 -1.180274 -0.835 -1.045 -0.056 0.00
O -0.674994 -1.871540 0.915254 -0.934 -0.913 -0.164 0.00
H -3.441324 -0.377898 -0.852259 0.008 0.018 0.105 0.00
H -2.488353 -0.830213 -2.091014 -0.060 0.033 -0.045 0.00
H -2.789319 -2.983322 -1.303822 -0.066 0.013 -0.104 0.00
H -3.093349 -2.323065 0.327011 -0.083 -0.043 0.011 0.00
C 0.333620 5.407071 1.860486 -0.106 0.048 0.002 0.00
C 1.011074 6.131163 0.727151 0.084 0.147 0.119 0.00
C 1.747313 7.292066 0.959073 0.026 0.065 0.028 0.00
C 2.387070 7.972341 -0.069582 -0.056 -0.075 0.043 0.00
C 2.309562 7.499142 -1.373384 -0.051 -0.067 0.060 0.00
C 1.597842 6.336133 -1.626727 0.045 0.134 -0.008 0.00
C 0.955317 5.674050 -0.587923 -0.147 -0.351 -0.247 0.00
N 0.236941 4.467905 -0.898162 0.112 -0.005 0.144 0.00
C 0.629909 3.227085 -0.506136 -0.128 -0.089 -0.195 -0.01
N 1.818986 3.166643 0.104047 0.097 -0.531 0.146 0.00
C 2.511144 2.107435 0.819241 0.210 1.335 -0.242 0.00
C 2.138018 0.781509 0.787469 -0.734 -0.093 -0.470 -0.01
C 2.903316 -0.094480 1.546135 0.373 -0.498 0.419 0.00
C 3.997038 0.307888 2.300794 -0.078 0.300 -0.204 0.00
C 4.349250 1.651531 2.266530 0.159 0.092 0.084 0.00
C 3.628009 2.582254 1.525465 0.058 -0.224 0.153 0.00
C 4.039539 4.033883 1.513714 -0.051 0.085 -0.003 0.00
N -0.115104 2.158174 -0.762674 -0.008 0.395 0.149 0.00
C -1.397099 2.362918 -1.373165 0.478 -0.072 0.225 0.00
C -2.459097 2.871720 -0.632688 -0.296 0.064 0.033 0.00
C -3.718536 3.002808 -1.203347 0.072 -0.058 -0.109 0.00
C -3.915821 2.610202 -2.524760 0.099 -0.005 0.066 0.00
C -2.852577 2.090032 -3.253351 -0.052 -0.022 0.027 0.00
C -1.581313 1.954378 -2.693165 -0.269 -0.019 -0.379 0.00
C -0.457753 1.352716 -3.498570 -0.007 -0.103 0.024 0.00
H 0.156757 6.084427 2.694385 0.034 0.011 -0.013 0.00
H 0.935032 4.572805 2.235367 -0.017 0.049 -0.050 0.00
H -0.631170 4.999699 1.552660 0.041 0.008 -0.014 0.00
H 1.805862 7.673851 1.972572 0.014 0.001 -0.049 0.00
H 2.945012 8.874231 0.149403 -0.029 -0.034 -0.007 0.00
H 2.802723 8.023125 -2.181833 -0.013 -0.019 0.033 0.00
H 1.532654 5.929541 -2.629583 0.005 0.026 0.046 0.00
H -0.608116 4.521142 -1.442915 0.000 0.070 -0.024 0.00
H 2.267795 4.067833 0.148600 0.146 -0.040 0.068 0.00
H 2.657455 -1.155610 1.574227 -0.077 -0.046 -0.039 0.00
H 4.571363 -0.397726 2.888170 -0.038 0.028 -0.033 0.00
H 5.208140 2.003590 2.829445 -0.041 -0.068 -0.018 0.00
H 4.941702 4.197640 2.100145 -0.018 -0.096 0.015 0.00
H 3.261709 4.680108 1.935823 0.061 -0.037 -0.007 0.00
H 4.251082 4.403333 0.503089 0.003 -0.071 0.032 0.00
H -2.293431 3.161252 0.399649 0.030 -0.006 -0.044 0.00
H -4.537916 3.407596 -0.621625 0.040 -0.025 -0.034 0.00
H -4.890915 2.709416 -2.986872 0.065 -0.002 0.036 0.00
H -3.006232 1.783045 -4.282975 -0.007 0.031 0.058 0.00
H -0.763641 1.117128 -4.516692 -0.086 0.176 -0.005 0.00
H -0.146735 0.385275 -3.092411 0.116 -0.178 0.086 0.00
H 0.433310 1.976915 -3.536992 -0.016 0.089 0.039 0.00
```
Positions in Å, forces in eV/Å.

Values from the calculation:
Energy relative to the best compared isomer or geometry (same formula, charge and spin): 0.0 kcal/mol
Multiplicity: 2
Total charge: +1
DFT total energy: -48290.8332 eV
Orbital gap (alpha / beta): 7.96 / 8.00 eV
HOMO level (alpha / beta): -10.8410 / -10.8432 eV
⟨S²⟩: 0.7508
LUMO energy (alpha / beta): -0.1060 / -0.1045 hartree